1.
Below is a molecular structure, C34H32Cl2FN3RuSSe2 in a non-equilibrium geometry, with properties calculated with ωB97M-V/def2-TZVPD.

Properties
2S+1: 2
Orbital gap (spin up / spin down) (eV): 6.80 / 5.92
<S²>: 0.778
Energy above the lowest of the compared OMol25 structures with the same formula, charge and spin (eV): 0.585
E_LUMO (spin up / spin down) (eV): -3.43 / -4.17
Total charge: +1

Element x y z (Å)
Ru: 0.203 0.136 1.256
Se: 2.736 -0.534 2.131
Se: 2.719 1.091 3.834
C: 1.004 0.645 4.511
C: 0.828 0.846 5.874
C: -0.369 0.475 6.453
C: -1.316 -0.136 5.651
C: -1.051 -0.290 4.305
N: 0.074 0.129 3.701
C: 3.557 0.863 1.056
C: 4.914 0.885 0.799
C: 5.445 2.052 0.261
C: 4.607 3.125 0.022
C: 3.254 2.988 0.299
N: 2.733 1.874 0.808
H: 1.630 1.264 6.466
H: -0.541 0.624 7.510
H: -2.248 -0.505 6.053
H: -1.774 -0.787 3.687
H: 5.537 0.033 1.029
H: 6.504 2.120 0.048
H: 4.987 4.057 -0.372
H: 2.561 3.798 0.105
C: -3.355 -0.618 -2.053
C: -2.297 -1.485 -1.360
C: -2.832 -2.898 -1.140
C: -0.993 -1.463 -2.122
C: -0.931 -2.208 -3.297
C: 0.152 -2.138 -4.147
C: 1.214 -1.330 -3.797
C: 1.207 -0.583 -2.625
C: 2.462 0.195 -2.320
C: 2.833 1.181 -3.429
C: 3.610 -0.789 -2.066
C: 0.085 -0.631 -1.781
N: -0.058 0.331 -0.664
C: -0.456 1.596 -1.115
C: -0.853 1.865 -2.444
C: -1.271 3.123 -2.830
C: -1.329 4.170 -1.921
C: -0.960 3.951 -0.602
C: -0.540 2.696 -0.240
F: -0.156 2.514 1.065
H: -4.276 -0.602 -1.465
H: -3.594 -1.013 -3.042
H: -3.015 0.411 -2.178
H: -2.089 -1.040 -0.401
H: -3.063 -3.393 -2.083
H: -3.758 -2.859 -0.563
H: -2.112 -3.518 -0.605
H: -1.770 -2.835 -3.562
H: 0.165 -2.699 -5.072
H: 2.074 -1.264 -4.451
H: 2.279 0.760 -1.416
H: 3.192 0.664 -4.320
H: 3.633 1.843 -3.094
H: 1.981 1.798 -3.720
H: 3.750 -1.440 -2.929
H: 3.405 -1.427 -1.203
H: 4.547 -0.259 -1.894
H: -0.842 1.064 -3.168
H: -1.563 3.286 -3.859
H: -1.664 5.150 -2.231
H: -0.992 4.732 0.145
Cl: -2.240 0.399 1.462
C: -2.803 -1.248 1.774
C: -4.156 -1.410 2.005
C: -4.619 -2.679 2.306
C: -3.723 -3.738 2.375
C: -2.379 -3.534 2.124
Cl: -1.309 -4.890 2.186
C: -1.862 -2.270 1.799
S: -0.163 -2.079 1.412
H: -4.823 -0.560 1.960
H: -5.671 -2.844 2.490
H: -4.063 -4.735 2.616


2.
Below is a molecular structure, C34H32ClCrF6IN6O3P, with properties calculated with ωB97M-V/def2-TZVPD.

Properties
2S+1: 6
Orbital gap (spin up / spin down) (eV): 7.59 / 6.50
<S²>: 8.787
Energy above the lowest of the compared OMol25 structures with the same formula, charge and spin (eV): 0.962
E_LUMO (spin up / spin down) (eV): -5.56 / -7.54
Total charge: +2

Element x y z (Å)
Cr: 0.623 0.280 -0.964
C: -1.601 1.576 -4.561
O: -0.821 2.651 -3.951
C: -0.366 2.174 -2.813
N: -0.671 0.978 -2.478
C: -1.484 0.400 -3.564
C: -2.789 -0.116 -3.006
C: -3.663 0.748 -2.349
C: -4.836 0.268 -1.785
C: -5.146 -1.085 -1.869
C: -4.287 -1.949 -2.533
C: -3.114 -1.463 -3.101
C: 0.482 3.020 -1.952
C: 0.981 4.243 -2.353
C: 1.828 4.910 -1.480
C: 2.091 4.359 -0.237
C: 1.507 3.143 0.094
N: 0.749 2.461 -0.764
C: 1.607 2.612 1.475
N: 0.638 2.080 2.097
C: 1.103 1.850 3.473
C: 2.606 2.213 3.422
O: 2.769 2.803 2.108
C: 0.790 0.454 3.961
C: 0.724 0.189 5.327
C: 0.429 -1.088 5.786
C: 0.194 -2.119 4.885
C: 0.262 -1.865 3.520
C: 0.557 -0.585 3.063
H: -1.156 1.362 -5.528
H: -2.617 1.943 -4.683
H: -0.918 -0.420 -4.004
H: -3.432 1.807 -2.289
H: -5.525 0.953 -1.305
H: -6.071 -1.458 -1.448
H: -4.541 -2.997 -2.630
H: -2.456 -2.133 -3.644
H: 0.733 4.636 -3.328
H: 2.271 5.856 -1.762
H: 2.724 4.859 0.482
H: 0.574 2.554 4.123
H: 3.258 1.342 3.486
H: 2.900 2.956 4.158
H: 0.905 0.985 6.041
H: 0.390 -1.280 6.850
H: -0.028 -3.115 5.246
H: 0.104 -2.671 2.811
H: 0.623 -0.372 2.005
Cl: 4.219 -5.450 0.282
C: 3.623 -3.860 0.278
C: 4.435 -2.836 0.746
C: 4.000 -1.523 0.761
I: 5.222 -0.002 1.384
C: 2.686 -1.195 0.291
O: 2.230 -0.029 0.282
C: 1.844 -2.286 -0.201
N: 0.641 -1.911 -0.671
C: -0.150 -2.843 -1.180
C: 0.206 -4.192 -1.223
C: 1.435 -4.579 -0.745
C: 2.296 -3.605 -0.217
H: 5.430 -3.081 1.091
H: -1.096 -2.505 -1.587
H: -0.476 -4.912 -1.652
H: 1.746 -5.614 -0.785
N: -2.926 0.115 3.304
C: -3.516 0.641 2.014
C: -2.422 0.971 1.008
N: -1.776 -0.156 0.358
H: -3.651 -0.153 3.971
H: -2.330 0.820 3.747
H: -2.319 -0.698 3.151
H: -4.083 1.531 2.285
H: -4.201 -0.121 1.646
H: -1.656 1.597 1.474
H: -2.888 1.576 0.229
H: -2.390 -0.604 -0.315
H: -1.389 -0.850 0.985
F: 3.459 -1.003 -2.338
P: 2.666 -0.326 -3.591
F: 3.950 0.479 -4.018
F: 2.982 -1.561 -4.519
F: 1.299 -1.102 -3.025
F: 2.247 0.932 -2.544
F: 1.751 0.382 -4.701


3.
Below is a molecular structure, C34H32ClN7OS2SeSr in a non-equilibrium geometry, with properties calculated with ωB97M-V/def2-TZVPD.

Properties
2S+1: 1
Orbital gap (eV): 4.22
Energy above the lowest of the compared OMol25 structures with the same formula, charge and spin (eV): 0.000
E_LUMO (eV): -1.63

Element x y z (Å)
Sr: -0.089 -0.231 0.164
S: 2.675 -0.338 0.608
C: 3.092 1.366 0.939
C: 4.424 1.587 1.313
C: 4.919 2.842 1.619
C: 4.069 3.937 1.549
C: 2.752 3.745 1.175
C: 2.225 2.484 0.866
S: 0.495 2.475 0.417
H: 5.078 0.724 1.357
H: 5.958 2.961 1.902
H: 4.427 4.933 1.780
H: 2.079 4.592 1.115
Se: -6.341 -5.486 -0.815
N: -6.231 -3.712 -0.741
C: -4.971 -3.415 -0.575
C: -4.471 -2.045 -0.460
C: -5.320 -0.939 -0.517
C: -4.788 0.323 -0.394
C: -3.411 0.446 -0.219
N: -2.593 -0.597 -0.171
C: -3.105 -1.834 -0.283
C: -2.162 -2.983 -0.218
N: -0.855 -2.710 -0.058
C: 0.010 -3.715 -0.003
C: -0.371 -5.051 -0.099
C: -1.706 -5.339 -0.261
C: -2.627 -4.292 -0.325
C: -4.059 -4.527 -0.505
N: -4.588 -5.715 -0.613
H: -6.381 -1.099 -0.654
H: -5.410 1.205 -0.429
H: -2.952 1.425 -0.117
H: 1.053 -3.441 0.121
H: 0.374 -5.831 -0.050
H: -2.063 -6.357 -0.345
C: 4.525 0.356 5.887
C: 3.253 -0.185 5.214
C: 3.690 -1.285 4.242
C: 2.680 0.976 4.378
C: 2.235 -0.670 6.318
O: 1.654 0.484 6.932
C: 2.825 -1.509 7.498
C: 2.821 -3.050 7.514
C: 3.750 -3.758 6.565
C: 3.267 -4.555 5.536
C: 4.125 -5.170 4.635
C: 5.489 -4.990 4.774
Cl: 6.573 -5.749 3.648
C: 6.002 -4.222 5.807
C: 5.130 -3.617 6.696
C: 1.028 -1.480 5.815
N: 0.238 -0.898 4.745
C: 0.226 -1.269 3.466
N: -0.457 -0.399 2.746
C: -0.878 0.498 3.681
N: -0.492 0.225 4.903
H: 5.156 0.812 5.123
H: 5.115 -0.425 6.368
H: 4.316 1.138 6.625
H: 4.338 -0.841 3.485
H: 2.852 -1.719 3.697
H: 4.242 -2.085 4.729
H: 3.487 1.400 3.778
H: 2.261 1.766 4.999
H: 1.926 0.664 3.661
H: 2.367 1.028 7.285
H: 2.203 -1.214 8.345
H: 3.828 -1.154 7.730
H: 1.806 -3.428 7.378
H: 3.101 -3.334 8.532
H: 2.197 -4.701 5.430
H: 3.742 -5.784 3.831
H: 7.072 -4.101 5.908
H: 5.532 -3.010 7.499
H: 0.363 -1.650 6.663
H: 1.372 -2.443 5.439
H: 0.794 -2.103 3.088
H: -1.432 1.388 3.433


4.
Below is a molecular structure, C34H32N6O2PPdS2 in a non-equilibrium geometry, with properties calculated with ωB97M-V/def2-TZVPD.

Properties
2S+1: 3
Orbital gap (spin up / spin down) (eV): 7.07 / 5.29
<S²>: 2.013
Energy above the lowest of the compared OMol25 structures with the same formula, charge and spin (eV): 0.378
E_LUMO (spin up / spin down) (eV): -2.03 / -3.80
Total charge: +1

Element x y z (Å)
Pd: -1.020 -0.897 1.217
C: 4.597 -0.736 1.797
N: 3.267 -1.213 2.061
C: 2.856 -1.869 3.174
C: 1.528 -2.157 2.993
N: 1.129 -1.691 1.790
C: 2.186 -1.116 1.230
P: 2.359 -0.436 -0.436
C: 1.077 -1.458 -1.533
N: -0.193 -1.718 -0.912
C: -0.489 -3.050 -1.103
C: 0.521 -3.612 -1.815
N: 1.455 -2.659 -2.150
C: 2.668 -2.829 -2.891
C: 0.858 0.758 -0.834
N: -0.482 0.543 -0.320
C: -1.039 1.801 -0.125
C: -0.093 2.741 -0.356
N: 1.066 2.147 -0.785
C: 2.282 2.790 -1.177
H: 5.176 -0.768 2.719
H: 4.569 0.294 1.431
H: 5.080 -1.362 1.041
H: 3.520 -2.080 3.989
H: 0.856 -2.696 3.633
H: -1.368 -3.495 -0.670
H: 0.657 -4.635 -2.111
H: 2.876 -3.884 -3.049
H: 3.502 -2.386 -2.332
H: 2.597 -2.337 -3.864
H: -2.059 1.923 0.188
H: -0.147 3.805 -0.229
H: 2.288 3.816 -0.812
H: 2.393 2.813 -2.263
H: 3.130 2.248 -0.742
O: -1.944 -2.844 2.128
S: -3.297 -2.238 2.034
C: -4.069 -2.597 3.631
C: -3.258 -2.871 4.715
C: -3.832 -3.142 5.944
C: -5.211 -3.161 6.068
C: -6.019 -2.921 4.968
C: -5.448 -2.632 3.739
C: -3.003 -0.473 2.416
C: -1.857 -0.124 3.164
C: -1.629 1.232 3.433
C: -2.541 2.192 3.028
C: -3.701 1.820 2.358
C: -3.924 0.493 2.024
H: -2.187 -2.894 4.586
H: -3.202 -3.343 6.797
H: -5.659 -3.384 7.024
H: -7.092 -2.967 5.064
H: -6.067 -2.445 2.875
H: -1.278 -0.891 3.689
H: -0.762 1.520 4.009
H: -2.360 3.232 3.256
H: -4.433 2.571 2.107
H: -4.817 0.206 1.484
C: 2.947 5.890 -5.662
C: 2.485 4.544 -5.212
O: 2.424 4.157 -4.074
S: 1.957 3.498 -6.561
C: 1.462 2.131 -5.525
C: 0.132 1.984 -5.169
C: -0.198 1.157 -4.113
C: 0.807 0.487 -3.420
C: 2.127 0.564 -3.856
C: 2.456 1.380 -4.917
C: 0.518 -0.118 -2.115
C: -0.817 -0.456 -1.402
H: 3.796 6.210 -5.060
H: 2.140 6.603 -5.489
H: 3.208 5.883 -6.716
H: -0.621 2.563 -5.678
H: -1.220 1.066 -3.783
H: 2.899 0.037 -3.313
H: 3.483 1.483 -5.233


5.
Below is a molecular structure, C34H33BrLaN5O2Se in a non-equilibrium geometry, with properties calculated with ωB97M-V/def2-TZVPD.

Properties
2S+1: 1
Orbital gap (eV): 6.47
Energy above the lowest of the compared OMol25 structures with the same formula, charge and spin (eV): 0.000
E_LUMO (eV): -0.72

Element x y z (Å)
La: -0.150 -1.249 -0.464
Br: -3.672 2.871 5.221
C: -2.643 1.581 4.276
C: -1.295 1.439 4.578
C: -0.522 0.689 3.729
C: -1.034 0.080 2.572
O: -0.189 -0.399 1.727
C: -2.424 0.156 2.354
C: -3.155 -0.380 1.234
N: -2.708 -1.072 0.226
C: -3.634 -1.457 -0.774
C: -4.889 -1.919 -0.430
C: -5.748 -2.393 -1.427
C: -5.390 -2.351 -2.748
C: -4.122 -1.868 -3.144
C: -3.689 -1.822 -4.485
C: -2.384 -1.509 -4.748
C: -1.530 -1.133 -3.697
N: -1.952 -1.076 -2.459
C: -3.195 -1.445 -2.145
C: -3.213 0.924 3.220
H: -0.815 2.017 5.372
H: 0.551 0.588 3.962
H: -4.193 -0.100 1.154
H: -5.195 -2.056 0.617
H: -6.741 -2.773 -1.152
H: -5.994 -2.741 -3.494
H: -4.408 -2.077 -5.249
H: -1.941 -1.483 -5.769
H: -0.488 -0.845 -3.862
H: -4.281 1.077 3.059
C: 1.090 -4.208 -1.822
O: 0.348 -3.295 -1.070
H: 0.983 -5.254 -1.517
H: 2.149 -3.945 -1.816
H: 0.834 -4.229 -2.926
C: 3.214 -3.331 1.122
N: 3.339 -1.889 1.196
C: 3.598 -1.161 0.072
Se: 3.551 -1.690 -1.675
N: 3.911 0.119 0.486
C: 3.961 0.143 1.880
C: 4.312 1.151 2.798
C: 4.251 0.802 4.127
C: 3.916 -0.471 4.527
C: 3.573 -1.469 3.649
C: 3.669 -1.148 2.300
H: 4.153 -3.847 0.946
H: 2.527 -3.551 0.308
H: 2.759 -3.668 2.088
H: 4.024 0.917 -0.140
H: 4.651 2.113 2.433
H: 4.510 1.517 4.905
H: 3.788 -0.624 5.609
H: 3.302 -2.447 3.988
C: 0.976 4.577 -0.104
N: 0.527 3.336 0.417
C: 1.428 2.522 1.130
C: -0.540 2.619 -0.302
C: -0.049 2.130 -1.684
C: -0.169 3.034 -2.723
C: 0.411 2.831 -3.952
C: 1.174 1.683 -4.126
C: 1.162 0.732 -3.102
C: 0.561 0.886 -1.861
H: 1.545 5.114 0.686
H: 0.139 5.222 -0.343
H: 1.663 4.519 -0.922
H: 2.125 3.207 1.586
H: 2.005 1.839 0.499
H: 0.874 1.949 1.885
H: -1.387 3.322 -0.441
H: -0.865 1.811 0.299
H: -0.711 3.967 -2.520
H: 0.382 3.581 -4.746
H: 1.695 1.496 -5.033
H: 1.681 -0.187 -3.368


6.
Below is a molecular structure, C34H33Cl5N3OPSbSe4SiTl in a non-equilibrium geometry, with properties calculated with ωB97M-V/def2-TZVPD.

Properties
2S+1: 1
Orbital gap (eV): 5.83
Energy above the lowest of the compared OMol25 structures with the same formula, charge and spin (eV): 0.905
E_LUMO (eV): 3.64
Total charge: -2

Element x y z (Å)
Tl: 0.308 -0.030 1.599
C: -2.050 3.100 -3.104
C: -2.079 1.717 -3.189
C: -2.296 0.946 -2.055
C: -2.474 1.566 -0.822
C: -2.455 2.959 -0.746
C: -2.252 3.724 -1.881
P: -2.659 0.674 0.762
C: -4.479 0.642 0.963
C: -4.958 -0.155 2.007
C: -6.308 -0.181 2.311
C: -7.197 0.595 1.578
C: -6.731 1.374 0.531
C: -5.377 1.402 0.222
C: -2.300 -1.043 0.257
C: -3.198 -1.923 -0.342
C: -2.778 -3.202 -0.677
C: -1.473 -3.597 -0.415
C: -0.577 -2.716 0.176
C: -0.980 -1.431 0.520
H: -1.852 3.694 -3.987
H: -1.928 1.229 -4.147
H: -2.317 -0.135 -2.127
H: -2.597 3.434 0.219
H: -2.227 4.802 -1.803
H: -4.258 -0.744 2.586
H: -6.668 -0.794 3.128
H: -8.251 0.595 1.828
H: -7.425 1.972 -0.046
H: -5.018 2.027 -0.586
H: -4.219 -1.611 -0.533
H: -3.471 -3.896 -1.138
H: -1.152 -4.602 -0.668
H: 0.440 -3.029 0.386
Cl: -1.819 -1.823 3.677
C: -0.352 -1.348 4.472
C: 0.438 -0.371 3.881
C: 1.602 -0.016 4.568
Cl: 2.640 1.177 3.892
C: 1.959 -0.605 5.779
Cl: 3.397 -0.134 6.599
C: 1.149 -1.596 6.324
Cl: 1.586 -2.355 7.808
C: -0.019 -1.971 5.672
Cl: -1.021 -3.205 6.342
C: 3.436 -2.167 -0.842
Si: 3.498 -1.819 1.035
C: 3.795 -3.501 1.872
C: 5.072 -0.795 1.318
O: 2.181 -1.118 1.548
H: 4.309 -2.715 -1.205
H: 3.395 -1.215 -1.372
H: 2.541 -2.731 -1.119
H: 4.746 -3.939 1.556
H: 3.005 -4.218 1.637
H: 3.826 -3.391 2.958
H: 5.940 -1.229 0.814
H: 5.305 -0.730 2.384
H: 4.954 0.227 0.951
N: -1.057 3.624 3.713
C: -0.435 3.165 2.857
Se: 1.661 4.658 -1.580
Sb: 0.851 5.132 0.681
Se: 2.548 5.903 2.220
Se: -1.215 6.412 0.728
Se: 0.491 2.465 1.459
N: 1.085 0.682 -0.661
C: 1.484 0.694 -1.746
N: 1.916 0.675 -2.980
C: 3.194 1.246 -3.381
C: 4.006 0.197 -4.139
C: 3.196 -0.381 -5.302
C: 1.865 -0.944 -4.796
C: 1.088 0.134 -4.046
H: 3.723 1.586 -2.492
H: 3.007 2.118 -4.019
H: 4.277 -0.609 -3.454
H: 4.930 0.654 -4.501
H: 3.769 -1.173 -5.790
H: 3.003 0.405 -6.040
H: 2.053 -1.783 -4.121
H: 1.259 -1.308 -5.630
H: 0.180 -0.274 -3.606
H: 0.812 0.948 -4.728